1.
C26H49Cl2NO3P2RuS2Si as an isolated structure in a non-equilibrium geometry. Source: the OMol25 dataset; level of theory: ωB97M-V with the def2-TZVPD basis set.

largest force on an atom: 4.50 eV/Å
net charge: +1
HOMO energy (spin up / spin down): -10.22 / -11.01 eV
orbital gap (spin up / spin down): 8.47 / 6.69 eV
ΔE to the lowest compared entry with this formula, charge and spin: 122.3 kJ/mol
multiplicity: 6
molecular weight: 749.83 g/mol

Geometry (Å):
H -3.568 1.724 3.574
C -2.638 -2.403 4.239
H 4.022 -1.870 0.848
Cl -4.328 -2.552 3.892
C 1.675 -2.894 -2.992
N -3.214 -0.445 -1.283
H 1.217 3.634 3.467
C -0.486 1.193 4.930
H 1.437 3.537 -4.186
H -5.134 -0.149 0.324
H -3.007 -3.278 6.126
H 1.358 -2.351 -3.881
H 2.938 0.613 1.586
C 3.870 -0.035 -0.395
O 0.289 -1.289 -1.859
H -5.684 1.400 1.297
H 1.054 -2.157 5.307
C -0.372 -1.969 3.687
H 4.051 1.446 -2.017
C 0.612 -2.667 -1.957
H -2.919 3.625 0.363
H 0.270 0.418 4.949
S 0.207 1.331 -0.372
H -2.773 2.483 -0.986
H -5.033 0.061 2.115
C 1.442 1.405 -3.931
H -4.378 3.026 -0.579
C -3.216 -0.829 -3.837
Si 1.327 -0.054 -1.573
P -3.377 1.502 1.107
H 1.519 0.104 -5.581
H -1.021 -2.775 -3.407
C 1.014 2.799 2.828
Ru -1.120 0.179 1.215
C -3.211 -0.650 -2.420
H -0.297 0.211 -4.329
H 5.539 -0.832 0.582
H 5.464 1.093 -1.114
O 1.934 0.573 -2.932
C -1.915 3.023 2.974
H 0.164 -2.953 0.097
C 4.562 0.612 -1.534
H 3.134 0.731 -5.161
H 1.888 2.098 3.021
H -1.374 0.727 5.374
Cl 0.953 -1.625 2.513
C -4.986 0.613 1.165
H 4.944 -0.058 -2.249
H -0.660 -3.112 6.830
C 0.975 -3.216 -0.527
H -0.241 2.026 5.597
O 2.623 -0.572 -0.785
H -2.170 -1.035 -4.134
H 1.108 3.040 1.736
S -2.085 -1.891 1.555
H -0.671 1.389 -3.103
H 1.085 -4.321 -0.710
H 4.870 -1.849 -0.706
H 2.611 -2.453 -2.656
C 4.608 -1.232 0.173
H 1.818 3.053 -2.501
H -0.630 -4.348 -2.619
C -1.689 -2.074 3.242
H 1.809 -3.937 -3.286
C -3.401 2.810 -0.170
H 4.555 1.075 1.246
C 0.017 -2.270 4.958
C -0.931 -2.808 5.826
H -2.077 3.661 3.872
H 1.954 -2.832 -0.195
C -2.228 -2.870 5.475
H -1.503 -3.073 -1.784
H 3.137 1.869 0.446
P -0.526 1.767 3.197
C -3.327 2.457 2.726
H -4.093 3.269 2.785
H -0.469 1.826 -4.888
H 2.939 2.962 -3.852
C 3.614 0.919 0.808
H -1.604 3.590 2.097
C -0.094 1.225 -4.030
H 2.027 1.755 -6.062
C 2.062 0.998 -5.247
H -3.873 -1.691 -4.015
H -3.588 -0.014 -4.268
C -0.677 -3.274 -2.465
C 1.889 2.852 -3.570

2.
One molecule with the formula C2H4OS in a non-equilibrium geometry. Source: the OMol25 dataset; level of theory: ωB97M-V with the def2-TZVPD basis set.

largest force on an atom: 2.70 eV/Å
HOMO energy: -9.33 eV
SMILES: O=CCS
orbital gap: 10.11 eV
ΔE to the lowest compared entry with this formula, charge and spin: 88.1 kJ/mol
multiplicity: 1
molecular weight: 76.12 g/mol

Geometry (Å):
H 1.859 0.118 0.259
O 0.815 -1.581 0.144
H 0.047 1.155 -0.922
S -1.741 -0.210 0.179
H -0.112 1.323 0.949
C 0.955 -0.393 0.196
C -0.129 0.569 0.053
H -1.695 -0.981 -0.859

3.
C41H42IN3O6Sb2Sn as an isolated structure. Source: the OMol25 dataset; level of theory: ωB97M-V with the def2-TZVPD basis set.

largest force on an atom: 0.23 eV/Å
HOMO energy: -6.51 eV
orbital gap: 5.47 eV
ΔE to the lowest compared entry with this formula, charge and spin: 273.5 kJ/mol
multiplicity: 1
molecular weight: 1161.94 g/mol

Geometry (Å):
H 5.701 0.878 -1.670
H -4.882 0.834 1.140
C -4.501 0.993 2.145
H 2.254 1.605 3.294
N 3.993 -3.612 -1.011
O 2.380 -2.259 -2.210
C -0.440 2.879 1.659
C 4.361 -4.977 -0.527
O 4.396 -0.724 -1.476
H -3.612 -2.910 3.165
C -1.764 -3.135 1.079
H -0.851 -0.904 5.830
H 1.752 0.107 -1.484
H 3.096 1.622 -0.122
O 1.606 -0.368 5.028
H 2.624 4.057 -0.122
H -3.146 -1.835 5.387
C -0.163 -1.431 3.888
C 3.180 -5.691 -0.174
H -0.603 3.427 -2.858
H -4.587 3.632 -3.269
C 5.547 -0.014 -1.053
H 1.174 5.701 2.637
C 0.973 4.645 2.510
C -5.231 0.511 3.223
C -2.433 -0.413 -0.962
C -2.375 -1.887 4.631
H 4.764 -3.252 -1.567
C 3.142 -1.704 -3.271
H -3.225 1.576 5.732
C 2.695 -3.547 -1.810
C -4.225 3.027 -5.298
C -0.162 4.234 1.824
H -2.956 -1.261 -0.514
H 2.520 -0.904 -3.671
C 1.587 2.347 2.874
C 0.205 3.020 -2.261
H -2.272 -1.556 -2.775
H 2.859 -4.213 -2.669
C -2.939 2.271 -3.412
H -2.750 2.306 -2.347
C 1.517 1.167 -1.494
H -1.783 0.907 -6.284
H 3.879 -2.953 -0.240
C -2.845 1.867 3.642
C -2.136 1.493 -4.244
H 0.241 0.887 2.090
H -0.875 -1.679 -1.742
H -3.619 2.255 -7.205
C -3.432 2.261 -6.139
O 1.957 -1.118 2.936
H -5.351 0.362 5.361
N -0.452 -1.980 2.716
H 4.738 -0.284 -3.467
C -3.584 1.403 4.724
C -2.650 -2.481 3.405
H 5.312 -1.859 -2.937
H 5.081 -5.447 -1.186
C 2.030 3.387 -0.729
H 5.383 0.281 -0.019
H -0.832 4.981 1.411
C 1.260 -0.918 4.004
O -0.660 -3.084 0.397
I 3.476 -7.593 0.643
H -1.724 -0.225 1.093
C 1.922 -5.221 -0.252
C 0.988 3.881 -1.499
C -1.643 -2.515 2.461
H -1.914 2.391 3.824
H -3.220 0.240 -1.352
H -0.541 0.323 -0.104
C -2.395 1.501 -5.614
C -4.775 0.722 4.518
Sb -0.541 0.251 -3.550
H -5.033 3.621 -5.705
C -3.297 1.671 2.340
C -3.975 3.033 -3.932
C 1.848 3.702 3.032
C -1.114 -1.364 4.889
C 4.491 -1.134 -2.818
C 0.446 1.948 2.193
H 2.733 4.020 3.570
C 2.292 2.024 -0.725
H 6.442 -0.644 -1.108
O -2.822 -3.607 0.726
H 0.766 -3.866 -1.289
H 0.774 4.943 -1.502
H -6.161 -0.017 3.052
C -1.607 0.282 0.135
C 0.456 1.650 -2.263
Sn 1.037 -1.815 1.015
C -1.615 -0.970 -2.126
Sb -2.202 2.314 0.602
H 1.050 -5.677 0.187
N 1.694 -3.947 -0.893
H 3.291 -2.443 -4.065

4.
A 2-piece molecular cluster, C6H16 overall in a non-equilibrium geometry. Source: the OMol25 dataset; level of theory: ωB97M-V with the def2-TZVPD basis set.

largest force on an atom: 5.80 eV/Å
HOMO energy: -10.43 eV
SMILES: CCC.CCC
orbital gap: 11.53 eV
ΔE to the lowest compared entry with this formula, charge and spin: 205.3 kJ/mol
multiplicity: 1
molecular weight: 88.19 g/mol

Geometry (Å):
H 3.293 -0.746 -0.852
H -3.105 1.342 1.387
H 1.659 0.502 1.498
H -2.989 2.479 0.103
C -2.124 0.285 -1.162
H -3.233 -0.020 -0.720
H -0.435 1.244 -0.535
H -1.061 0.180 0.751
H 3.359 0.285 1.352
C 2.328 -0.756 -0.286
H 1.849 -2.664 -1.382
H -1.649 2.457 1.378
C 2.419 -0.184 1.150
H -2.563 0.961 -1.904
H 1.595 -2.705 0.333
H -1.596 -0.484 -1.616
C -2.342 1.936 0.757
C 1.544 -2.083 -0.532
C -1.428 0.982 -0.002
H 1.808 -0.089 -1.065
H 2.343 -1.088 1.898
H 0.328 -1.835 -0.550

Q: Among the records above, which one has the lowest largest force on an atom?
A: C41H42IN3O6Sb2Sn

Q: ΔE to the lowest compared entry with this formula, charge and spin of number 4 (C6H16)?
A: 205.3 kJ/mol

Q: Look up the ΔE to the lowest compared entry with this formula, charge and spin of the third one.
A: 273.5 kJ/mol

Q: Which value of multiplicity does entry 2 give?
A: 1